Entry 1:
Formula: C31H55Cl12IO3Si
Source: OMol25
Level of theory: ωB97M-V with the def2-TZVPD basis set

For the HOMO energy, the calculation gives -8.448 eV. Its calculated total energy is -205430.6402 eV. As for the strongest force on any atom: 2.05 eV Å⁻¹.

Cartesian coordinates (Å):
C: -0.28 -2.29 4.08
C: -0.61 -1.69 2.69
C: 0.62 -1.28 1.83
I: 2.12 -0.43 3.17
Si: 0.20 -0.07 0.41
C: 1.52 0.04 -0.94
C: 2.99 -0.06 -0.45
C: 3.51 -1.51 -0.38
C: 4.96 -1.61 0.19
O: 5.49 -0.38 0.67
C: -1.46 -0.37 -0.46
C: -2.10 -1.79 -0.31
C: -3.32 -1.69 0.66
C: -4.67 -1.74 -0.04
O: -5.34 -0.45 -0.13
C: -5.97 -0.12 1.04
C: -7.46 -0.38 1.19
O: -5.38 0.43 1.95
C: 0.08 1.67 1.17
C: -1.16 2.15 1.56
C: -1.31 3.41 2.08
C: -0.22 4.22 2.26
C: 1.04 3.78 1.89
C: 1.16 2.53 1.34
H: -1.11 -2.96 4.35
H: 0.60 -2.94 4.04
H: -0.23 -1.53 4.86
H: -1.37 -0.90 2.77
H: -1.08 -2.52 2.15
H: 1.03 -2.20 1.39
H: 1.37 -0.73 -1.71
H: 1.38 1.02 -1.42
H: 3.61 0.45 -1.20
H: 3.19 0.44 0.49
H: 2.85 -2.10 0.26
H: 3.52 -1.90 -1.40
H: 5.61 -2.01 -0.59
H: 4.93 -2.30 1.04
H: 5.23 -0.30 1.60
H: -2.22 0.37 -0.21
H: -1.26 -0.22 -1.53
H: -1.39 -2.56 -0.01
H: -2.50 -2.08 -1.29
H: -3.20 -0.80 1.29
H: -3.26 -2.54 1.35
H: -5.33 -2.37 0.57
H: -4.66 -2.21 -1.03
H: -7.72 -0.64 2.21
H: -7.99 0.56 0.96
H: -7.83 -1.16 0.51
H: -2.08 1.57 1.46
H: -2.30 3.78 2.35
H: -0.32 5.21 2.69
H: 1.93 4.39 2.00
H: 2.16 2.24 1.03
Cl: 7.18 -4.24 0.56
C: 8.57 -3.23 0.07
C: 9.62 -4.03 -0.66
Cl: 10.45 -5.19 0.41
H: 8.97 -2.76 0.96
H: 8.18 -2.45 -0.58
H: 10.38 -3.36 -1.05
H: 9.19 -4.59 -1.49
Cl: 3.65 -0.20 -3.98
C: 4.31 1.12 -4.97
C: 4.62 2.34 -4.14
Cl: 3.14 3.12 -3.53
H: 3.60 1.34 -5.76
H: 5.23 0.74 -5.42
H: 5.14 3.08 -4.75
H: 5.24 2.09 -3.28
Cl: -5.86 -2.98 -3.99
C: -7.39 -2.11 -3.74
C: -7.55 -1.64 -2.31
Cl: -7.77 -3.00 -1.18
H: -8.21 -2.77 -4.03
H: -7.39 -1.26 -4.41
H: -8.43 -1.01 -2.23
H: -6.68 -1.07 -1.99
Cl: -3.33 2.80 -2.05
C: -4.82 2.75 -1.09
C: -5.27 4.13 -0.67
Cl: -4.16 4.86 0.52
H: -4.65 2.11 -0.23
H: -5.59 2.29 -1.71
H: -6.25 4.07 -0.20
H: -5.35 4.81 -1.52
Cl: 0.27 5.48 -3.41
C: -1.21 6.37 -2.96
C: -1.13 6.94 -1.57
Cl: -1.16 5.67 -0.33
H: -2.05 5.69 -3.07
H: -1.32 7.18 -3.69
H: -2.00 7.58 -1.39
H: -0.23 7.53 -1.43
Cl: 3.48 -3.28 5.69
C: 4.58 -4.23 4.67
C: 4.18 -4.19 3.22
Cl: 2.65 -5.05 2.91
H: 4.60 -5.25 5.05
H: 5.58 -3.81 4.79
H: 4.95 -4.67 2.61
H: 4.07 -3.16 2.88

Here are the Löwdin charges for atoms 1 to 99, given in e: -0.18 -0.36 -0.68 0.96 0.63 -0.24 -0.30 -0.18 -0.26 -0.09 -0.22 -0.21 -0.17 -0.16 -0.08 -0.51 0.02 0.11 -0.26 -0.10 -0.14 -0.16 -0.09 -0.14 0.07 0.02 0.05 0.10 0.08 0.04 0.07 0.08 0.07 0.04 0.08 0.09 0.09 0.07 0.06 0.04 0.08 0.09 0.10 0.09 0.11 0.11 0.10 0.09 0.09 0.01 0.09 0.07 0.10 0.11 0.09 0.57 -0.65 -0.67 0.54 0.07 0.07 0.07 0.07 0.59 -0.65 -0.66 0.54 0.07 0.07 0.07 0.07 0.55 -0.65 -0.64 0.59 0.07 0.07 0.08 0.05 0.57 -0.66 -0.64 0.56 0.05 0.07 0.07 0.07 0.53 -0.66 -0.64 0.60 0.05 0.07 0.07 0.07 0.53 -0.65 -0.67 0.55

---

Entry 2:
Formula: C31H55CuNO2P
Source: OMol25
Level of theory: ωB97M-V with the def2-TZVPD basis set

For the HOMO energy (alpha / beta), the calculation gives -2.320 / -2.309 eV. As for the total charge: -1. As for the spin multiplicity: 2. Its calculated total energy is -92546.9896 eV. As for the strongest force on any atom: 6.21 eV Å⁻¹.

Cartesian coordinates (Å):
O: -0.68 -1.28 -5.62
C: -0.72 -0.01 -6.39
C: -0.49 -0.62 -7.75
H: 0.11 0.69 -6.19
H: -1.70 0.47 -6.28
C: -0.53 -1.93 -6.93
H: 0.49 -0.39 -8.18
H: -1.32 -0.45 -8.45
C: 0.75 -2.73 -7.10
H: 1.64 -2.14 -6.84
H: 0.81 -3.04 -8.16
H: 0.74 -3.64 -6.48
C: -1.74 -2.76 -7.31
H: -2.67 -2.18 -7.18
H: -1.82 -3.65 -6.67
H: -1.61 -3.09 -8.36
Cu: -1.22 -1.68 -2.68
C: -3.00 -1.53 0.08
C: -2.16 -0.37 0.05
C: -2.11 0.10 -1.29
H: -1.68 0.10 0.92
C: -2.94 -0.76 -2.12
C: -3.43 -1.82 -1.23
H: -4.03 -2.67 -1.56
H: -3.24 -2.10 0.99
H: -1.67 1.05 -1.57
H: -3.40 -0.45 -3.06
C: -0.08 -3.08 0.08
C: -0.42 -3.74 -1.12
C: 0.19 -3.03 -2.22
H: -1.05 -4.63 -1.21
C: 0.72 -1.79 -1.66
C: 0.57 -1.86 -0.23
H: 0.92 -1.13 0.52
H: -0.25 -3.45 1.10
H: 0.50 -3.46 -3.17
H: 1.29 -1.04 -2.19
O: 2.10 1.98 -4.77
C: 1.33 0.99 -4.05
C: -0.06 1.56 -3.72
H: 1.82 0.72 -3.08
H: 1.31 0.07 -4.67
C: 0.14 3.10 -3.78
H: -0.37 1.15 -2.76
H: -0.79 1.25 -4.45
C: 1.55 3.28 -4.43
H: 0.19 3.57 -2.79
H: -0.64 3.62 -4.37
H: 2.16 3.82 -3.68
H: 1.42 3.86 -5.37
C: 1.90 2.44 2.47
C: 1.01 2.39 3.72
C: 1.74 3.00 4.91
C: -0.25 3.21 3.40
P: 0.46 0.61 4.00
N: 0.07 -0.03 2.58
C: 1.88 -0.44 4.74
C: 2.07 -0.16 6.24
C: 1.58 -1.92 4.49
C: 3.16 -0.10 3.97
C: -1.08 0.54 5.11
C: -2.30 0.94 4.28
C: -1.27 -0.92 5.52
C: -0.98 1.44 6.35
H: 1.90 3.46 2.08
H: 1.50 1.77 1.70
H: 2.94 2.17 2.68
H: 1.93 4.06 4.69
H: 1.16 2.96 5.84
H: 2.72 2.54 5.09
H: -0.82 2.74 2.59
H: -0.89 3.37 4.27
H: 0.07 4.21 3.05
H: 1.23 -0.53 6.85
H: 2.96 -0.72 6.55
H: 2.24 0.90 6.47
H: 1.21 -2.04 3.47
H: 2.51 -2.48 4.59
H: 0.85 -2.34 5.19
H: 2.99 -0.20 2.89
H: 3.56 0.89 4.20
H: 3.91 -0.84 4.26
H: -2.39 2.02 4.13
H: -2.26 0.43 3.31
H: -3.20 0.59 4.80
H: -0.53 -1.26 6.25
H: -2.26 -1.01 5.99
H: -1.26 -1.57 4.64
H: -0.11 1.23 6.98
H: -0.98 2.51 6.10
H: -1.89 1.26 6.94

Charges per atom according to Löwdin partitioning, unit e: -0.09 -0.17 -0.09 0.10 0.13 -0.58 0.12 0.11 -0.03 0.09 0.09 0.09 -0.03 0.09 0.09 0.09 0.45 -0.13 -0.09 -0.15 0.05 -0.27 -0.14 0.08 0.10 0.07 0.08 -0.11 -0.11 -0.24 0.09 -0.15 -0.07 0.07 0.10 0.09 0.07 -0.15 -0.20 -0.15 0.11 0.11 -0.13 0.06 0.07 -0.19 0.11 0.11 0.11 0.11 -0.12 -0.63 -0.11 -0.12 0.75 -0.31 -0.62 -0.11 -0.12 -0.11 -0.63 -0.12 -0.12 -0.11 0.07 0.05 0.05 0.07 0.06 0.06 0.08 0.05 0.07 0.05 0.07 0.06 0.05 0.07 0.05 0.08 0.05 0.07 0.05 0.05 0.07 0.05 0.07 0.08 0.06 0.06 0.08